One molecule with the formula C2H3F2IO in a non-equilibrium geometry. Source: OMol25; level of theory: wB97M-V/def2-TZVPD.

Structure (ORCA input):
```
! RIJCOSX wB97M-V def2-TZVPD def2/J DEFGRID3
* xyz 0 1
O -0.106 1.558 -0.097
C -0.318 0.302 0.251
F -1.588 0.021 0.233
F 0.048 0.226 1.765
C 0.534 -0.581 -0.519
I 0.662 -2.638 0.172
H -0.775 2.070 0.453
H -0.084 -0.664 -1.413
H 1.626 -0.293 -0.845
*
```

For the frontier orbital gap, the calculation gives 9.889 eV. As for the largest force on an atom: 5.05 eV/A. For the relative energy (zero: lowest compared OMol25 entry of this formula, charge and spin), the calculation gives 0.680 eV. The calculation puts the HOMO energy at -9.787 eV.

=====

One molecule with the formula C2H3F2N3 in a non-equilibrium geometry. Source: OMol25; level of theory: wB97M-V/def2-TZVPD.

Structure (ORCA input):
```
! RIJCOSX wB97M-V def2-TZVPD def2/J DEFGRID3
* xyz 0 1
C 1.121 0.373 0.417
C -1.412 -0.255 -0.233
N 0.233 1.340 -0.284
N -0.881 0.944 -0.511
N 0.531 -0.854 0.702
F -2.530 -0.398 0.443
F 0.767 -1.560 -0.474
H 1.892 0.509 -0.346
H 1.565 0.919 1.188
H -1.286 -1.019 -0.901
*
```

For the frontier orbital gap (alpha / beta), the calculation gives 8.796 / 8.794 eV. As for the largest force on an atom: 3.24 eV/A. For the relative energy (zero: lowest compared OMol25 entry of this formula, charge and spin), the calculation gives 3.970 eV. The calculation puts the HOMO energy (alpha / beta) at -9.317 / -9.315 eV.

=====

C2H3F2O5S2 as an isolated structure in a non-equilibrium geometry. Source: OMol25; level of theory: wB97M-V/def2-TZVPD.

Structure (ORCA input):
```
! RIJCOSX wB97M-V def2-TZVPD def2/J DEFGRID3
* xyz -1 1
C -1.857 -0.036 -0.005
C 0.678 -1.194 0.508
O 2.515 0.895 0.336
O 0.045 1.142 1.492
O -1.199 2.550 -0.063
O 2.332 -0.671 -1.618
O 0.387 0.864 -0.969
F 0.437 -2.072 -0.590
F 1.580 -1.823 1.324
S -0.585 1.223 0.194
S 1.736 -0.089 -0.421
H -2.548 0.488 -0.574
H -1.311 -0.863 -0.532
H -2.211 -0.414 0.919
*
```

For the frontier orbital gap, the calculation gives 7.779 eV. As for the largest force on an atom: 4.55 eV/A. The calculation puts the HOMO energy at -4.329 eV.

=====

One molecule with the formula C2H3F2OP in a non-equilibrium geometry. Source: OMol25; level of theory: wB97M-V/def2-TZVPD.

Structure (ORCA input):
```
! RIJCOSX wB97M-V def2-TZVPD def2/J DEFGRID3
* xyz 0 1
C 1.185 0.004 -0.035
C -1.297 -0.555 0.166
O -0.655 2.155 0.196
F -1.011 -1.771 -0.307
F -2.589 -0.479 0.355
P -0.400 0.851 -0.330
H 1.310 -0.406 0.915
H 1.859 0.826 -0.124
H 1.598 -0.625 -0.835
*
```

For the frontier orbital gap, the calculation gives 8.129 eV. As for the largest force on an atom: 4.80 eV/A. For the relative energy (zero: lowest compared OMol25 entry of this formula, charge and spin), the calculation gives 4.168 eV. The calculation puts the HOMO energy at -9.032 eV.

=====

One molecule with the formula C2H3F2OP in a non-equilibrium geometry. Source: OMol25; level of theory: wB97M-V/def2-TZVPD.

Structure (ORCA input):
```
! RIJCOSX wB97M-V def2-TZVPD def2/J DEFGRID3
* xyz 0 1
C 0.070 -1.276 -0.873
C 0.465 1.351 0.988
O -1.676 0.961 -0.575
F 1.428 0.988 1.849
F -0.210 2.420 1.373
P -0.601 0.267 0.107
H 0.579 -1.712 -0.076
H 0.690 -1.097 -1.641
H -0.747 -1.901 -1.153
*
```

For the frontier orbital gap, the calculation gives 8.146 eV. As for the largest force on an atom: 4.57 eV/A. For the relative energy (zero: lowest compared OMol25 entry of this formula, charge and spin), the calculation gives 4.452 eV. The calculation puts the HOMO energy at -8.782 eV.

=====

A 2-piece molecular cluster, C2H3F2P overall in a non-equilibrium geometry. Source: OMol25; level of theory: wB97M-V/def2-TZVPD.

Structure (ORCA input):
```
! RIJCOSX wB97M-V def2-TZVPD def2/J DEFGRID3
* xyz 0 1
F 0.569 -1.984 -1.364
C -0.100 -0.949 -1.005
P -1.553 -0.440 -0.368
C 0.169 0.355 -0.415
H 0.624 0.303 0.650
H 0.436 1.213 -0.969
F 1.031 -1.924 1.222
H 1.398 -1.924 2.114
*
```

For the frontier orbital gap, the calculation gives 8.957 eV. As for the largest force on an atom: 3.22 eV/A. For the relative energy (zero: lowest compared OMol25 entry of this formula, charge and spin), the calculation gives 3.371 eV. The calculation puts the HOMO energy at -8.569 eV.

=====

A 2-piece molecular cluster, C2H3F3 overall in a non-equilibrium geometry. Source: OMol25; level of theory: wB97M-V/def2-TZVPD.

Structure (ORCA input):
```
! RIJCOSX wB97M-V def2-TZVPD def2/J DEFGRID3
* xyz 0 1
C -1.524 -0.202 -0.497
C 1.140 0.218 0.433
F 1.695 0.072 -0.804
F 1.562 1.329 1.005
F 1.334 -0.956 1.082
H -0.954 -0.907 -1.082
H -1.785 -0.459 0.543
H -1.468 0.906 -0.679
*
```

For the frontier orbital gap (alpha / beta), the calculation gives 8.858 / 9.982 eV. As for the largest force on an atom: 2.38 eV/A. For the relative energy (zero: lowest compared OMol25 entry of this formula, charge and spin), the calculation gives 4.605 eV. The calculation puts the HOMO energy (alpha / beta) at -9.327 / -10.031 eV.

=====

A 2-piece molecular cluster, C2H3F3N2O2 overall in a non-equilibrium geometry. Source: OMol25; level of theory: wB97M-V/def2-TZVPD.

Structure (ORCA input):
```
! RIJCOSX wB97M-V def2-TZVPD def2/J DEFGRID3
* xyz 0 3
C 0.451 -1.080 0.193
C 1.392 0.089 -0.142
N -1.548 0.699 0.373
N -1.086 0.132 -0.618
O -2.561 1.349 0.392
O 0.122 -1.262 1.332
F 1.116 1.272 0.403
F 1.603 0.298 -1.423
F 2.653 -0.302 0.373
H 0.452 -1.938 -0.526
H -1.674 0.386 -1.489
H -0.918 0.357 1.133
*
```

For the frontier orbital gap (alpha / beta), the calculation gives 8.591 / 7.628 eV. As for the largest force on an atom: 11.00 eV/A. The calculation puts the HOMO energy (alpha / beta) at -7.826 / -10.854 eV.

=====

A 2-piece molecular cluster, C2H3F3O2 overall in a non-equilibrium geometry. Source: OMol25; level of theory: wB97M-V/def2-TZVPD.

Structure (ORCA input):
```
! RIJCOSX wB97M-V def2-TZVPD def2/J DEFGRID3
* xyz 0 1
O 1.480 0.887 0.079
C 0.724 -0.035 0.037
O 0.154 -0.544 1.026
C 0.311 -0.796 -1.216
F 0.927 -1.942 -1.144
F -1.005 -1.144 -1.166
H 0.206 -0.062 1.804
H 0.554 -0.183 -2.202
F -1.438 1.518 1.281
H -1.914 2.302 1.500
*
```

For the frontier orbital gap, the calculation gives 11.216 eV. As for the largest force on an atom: 4.71 eV/A. For the relative energy (zero: lowest compared OMol25 entry of this formula, charge and spin), the calculation gives 0.295 eV. The calculation puts the HOMO energy at -10.795 eV.

=====

A 2-piece molecular cluster, C2H3F3Si overall in a non-equilibrium geometry. Source: OMol25; level of theory: wB97M-V/def2-TZVPD.

Structure (ORCA input):
```
! RIJCOSX wB97M-V def2-TZVPD def2/J DEFGRID3
* xyz 0 1
F -1.430 0.219 0.907
Si -0.806 -0.009 -0.482
H -1.551 0.606 -1.509
H -0.760 -1.498 -0.741
H 0.498 0.590 -0.658
F 1.177 -4.074 -2.252
C 0.331 -3.218 -2.788
C -0.385 -2.661 -3.573
F -1.222 -1.867 -4.100
*
```

For the frontier orbital gap, the calculation gives 11.179 eV. As for the largest force on an atom: 2.94 eV/A. For the relative energy (zero: lowest compared OMol25 entry of this formula, charge and spin), the calculation gives 8.004 eV. The calculation puts the HOMO energy at -10.645 eV.

=====

A 2-piece molecular cluster, C2H3F3Si overall in a non-equilibrium geometry. Source: OMol25; level of theory: wB97M-V/def2-TZVPD.

Structure (ORCA input):
```
! RIJCOSX wB97M-V def2-TZVPD def2/J DEFGRID3
* xyz 0 3
C -0.625 -0.206 -0.391
C 0.366 -0.185 0.412
F 0.857 -4.183 1.205
F 2.190 -2.913 2.944
F -0.305 -3.299 3.262
Si 0.777 -2.903 2.181
H -0.748 0.685 -0.914
H -1.137 -1.182 -0.587
H 0.783 0.790 0.853
*
```

For the frontier orbital gap (alpha / beta), the calculation gives 9.736 / 8.056 eV. As for the largest force on an atom: 3.96 eV/A. For the relative energy (zero: lowest compared OMol25 entry of this formula, charge and spin), the calculation gives 1.084 eV. The calculation puts the HOMO energy (alpha / beta) at -8.663 / -10.930 eV.

=====

C2H3FFeLiO as an isolated structure in a non-equilibrium geometry. Source: OMol25; level of theory: wB97M-V/def2-TZVPD.

Structure (ORCA input):
```
! RIJCOSX wB97M-V def2-TZVPD def2/J DEFGRID3
* xyz 1 5
H -0.350 -2.239 -0.547
C -1.016 -0.594 0.020
C -0.160 0.585 -0.248
O 1.115 0.367 0.299
Li 0.841 -1.482 0.875
Fe 2.562 1.349 0.329
F -2.230 -0.212 0.450
H -0.629 1.502 0.171
H -0.132 0.724 -1.349
*
```

For the frontier orbital gap (alpha / beta), the calculation gives 7.361 / 6.584 eV. As for the largest force on an atom: 3.45 eV/A. The calculation puts the HOMO energy (alpha / beta) at -12.941 / -11.720 eV.

=====

C2H3FI2 as an isolated structure in a non-equilibrium geometry. Source: OMol25; level of theory: wB97M-V/def2-TZVPD.

Structure (ORCA input):
```
! RIJCOSX wB97M-V def2-TZVPD def2/J DEFGRID3
* xyz 0 1
C -0.038 0.208 0.008
C -2.575 0.067 -0.554
F -2.445 0.295 -1.932
I -3.369 -1.857 -0.048
I -3.317 1.832 0.321
H -0.097 -0.686 0.476
H 0.298 0.237 -1.009
H -0.343 1.145 0.453
*
```

For the frontier orbital gap (alpha / beta), the calculation gives 7.665 / 7.930 eV. As for the largest force on an atom: 3.52 eV/A. For the relative energy (zero: lowest compared OMol25 entry of this formula, charge and spin), the calculation gives 3.387 eV. The calculation puts the HOMO energy (alpha / beta) at -8.786 / -8.564 eV.

=====

C2H3FI2O2S as an isolated structure in a non-equilibrium geometry. Source: OMol25; level of theory: wB97M-V/def2-TZVPD.

Structure (ORCA input):
```
! RIJCOSX wB97M-V def2-TZVPD def2/J DEFGRID3
* xyz 0 3
C -0.035 0.174 0.089
C -4.475 -0.075 0.709
O -2.230 1.148 -0.514
O -0.651 2.635 0.824
F -4.878 0.232 1.947
S -1.244 1.322 0.855
I -5.960 -1.308 -0.227
I -4.125 1.725 -0.390
H -0.410 -0.836 0.219
H 0.060 0.418 -0.962
H 0.918 0.295 0.595
*
```

For the frontier orbital gap (alpha / beta), the calculation gives 6.861 / 6.928 eV. As for the largest force on an atom: 3.67 eV/A. For the relative energy (zero: lowest compared OMol25 entry of this formula, charge and spin), the calculation gives 1.485 eV. The calculation puts the HOMO energy (alpha / beta) at -7.413 / -9.384 eV.

=====

C2H3FLiO2Tl as an isolated structure in a non-equilibrium geometry. Source: OMol25; level of theory: wB97M-V/def2-TZVPD.

Structure (ORCA input):
```
! RIJCOSX wB97M-V def2-TZVPD def2/J DEFGRID3
* xyz 0 1
H 0.033 -1.756 2.155
O -1.958 -2.934 -0.290
C -1.530 -1.979 0.564
C -0.670 -2.503 1.680
O -0.825 -3.599 2.200
Tl -1.969 -5.051 -0.888
H -2.353 -1.442 1.104
H -0.943 -1.145 0.107
F -0.284 -6.152 -1.158
Li -0.262 -4.634 3.605
*
```

For the frontier orbital gap, the calculation gives 4.556 eV. As for the largest force on an atom: 2.98 eV/A. For the relative energy (zero: lowest compared OMol25 entry of this formula, charge and spin), the calculation gives 0.447 eV. The calculation puts the HOMO energy at -6.585 eV.

=====

One molecule with the formula C2H3FN2O in a non-equilibrium geometry. Source: OMol25; level of theory: wB97M-V/def2-TZVPD.

Structure (ORCA input):
```
! RIJCOSX wB97M-V def2-TZVPD def2/J DEFGRID3
* xyz 0 3
C -0.379 0.789 0.645
C 0.723 -0.877 -0.755
N -0.604 1.280 1.945
N -1.229 0.253 1.614
O 0.695 0.379 0.026
F -1.206 1.643 -0.419
H 0.192 -0.782 -1.688
H 0.069 -1.668 -0.359
H 1.739 -1.017 -1.009
*
```

For the frontier orbital gap (alpha / beta), the calculation gives 8.716 / 8.895 eV. As for the largest force on an atom: 6.03 eV/A. For the relative energy (zero: lowest compared OMol25 entry of this formula, charge and spin), the calculation gives 0.000 eV. The calculation puts the HOMO energy (alpha / beta) at -7.974 / -12.157 eV.

=====

One molecule with the formula C2H3FNOP in a non-equilibrium geometry. Source: OMol25; level of theory: wB97M-V/def2-TZVPD.

Structure (ORCA input):
```
! RIJCOSX wB97M-V def2-TZVPD def2/J DEFGRID3
* xyz 0 1
F -0.056 2.594 -2.582
P 1.224 2.294 -1.272
N 1.406 0.574 -1.611
C 0.733 -0.108 -0.834
C 0.037 0.610 0.236
O 0.207 2.009 -0.054
H 0.690 -1.115 -1.164
H -0.858 0.187 0.303
H 0.602 0.439 1.124
*
```

For the frontier orbital gap, the calculation gives 10.574 eV. As for the largest force on an atom: 4.61 eV/A. For the relative energy (zero: lowest compared OMol25 entry of this formula, charge and spin), the calculation gives 0.781 eV. The calculation puts the HOMO energy at -10.275 eV.

=====

One molecule with the formula C2H3FO in a non-equilibrium geometry. Source: OMol25; level of theory: wB97M-V/def2-TZVPD.

Structure (ORCA input):
```
! RIJCOSX wB97M-V def2-TZVPD def2/J DEFGRID3
* xyz 0 1
F -2.118 0.281 -0.245
C -0.977 -0.164 0.340
C 0.202 -0.303 -0.497
O -0.564 -1.393 -0.003
H -1.050 0.370 1.527
H 0.099 -0.070 -1.552
H 1.198 -0.230 -0.083
*
```

For the frontier orbital gap, the calculation gives 12.303 eV. As for the largest force on an atom: 4.77 eV/A. For the relative energy (zero: lowest compared OMol25 entry of this formula, charge and spin), the calculation gives 2.451 eV. The calculation puts the HOMO energy at -11.163 eV.

=====

One molecule with the formula C2H3FO2 in a non-equilibrium geometry. Source: OMol25; level of theory: wB97M-V/def2-TZVPD.

Structure (ORCA input):
```
! RIJCOSX wB97M-V def2-TZVPD def2/J DEFGRID3
* xyz 0 1
O -2.253 0.557 0.876
C -1.174 0.967 -0.063
F -1.284 2.219 -0.490
C 0.036 0.227 -0.229
O -0.107 -1.001 0.538
H 0.260 -0.128 -1.158
H 1.000 0.671 0.187
H -0.548 -0.904 1.405
*
```

For the frontier orbital gap, the calculation gives 10.254 eV. As for the largest force on an atom: 11.59 eV/A. For the relative energy (zero: lowest compared OMol25 entry of this formula, charge and spin), the calculation gives 2.856 eV. The calculation puts the HOMO energy at -10.845 eV.

=====

A 2-piece molecular cluster, C2H3FO2 overall in a non-equilibrium geometry. Source: OMol25; level of theory: wB97M-V/def2-TZVPD.

Structure (ORCA input):
```
! RIJCOSX wB97M-V def2-TZVPD def2/J DEFGRID3
* xyz 0 1
C 0.226 0.355 -0.473
C -0.025 -0.685 0.585
O -0.504 0.568 -1.631
O 0.896 0.568 -1.548
F -0.283 1.904 0.501
H 0.203 -0.350 1.624
H 0.543 -1.592 0.398
H -1.058 -0.768 0.544
*
```

For the frontier orbital gap, the calculation gives 11.791 eV. As for the largest force on an atom: 5.07 eV/A. For the relative energy (zero: lowest compared OMol25 entry of this formula, charge and spin), the calculation gives 5.588 eV. The calculation puts the HOMO energy at -11.512 eV.